The following is a quantum chemistry calculation of C3H3O2Zn as an isolated structure, from the OMol25 dataset.

Net charge: +1
Total energy, eV: -55658.82500
LUMO (alpha / beta), eV: -6.76 / -7.62
Orbital gap (alpha / beta), eV: 6.4 / 4.1

Positions of all 9 atoms, in Å:
O (-0.256, 1.016, 0.626)
C (0.939, -2.081, 0.087)
O (1.596, -1.128, 0.133)
Zn (1.446, 0.864, 0.389)
C (-1.185, 0.046, 0.486)
H (-1.669, -0.269, 1.420)
H (-2.239, 1.451, -0.770)
C (-1.915, 0.421, -0.599)
H (-2.053, -0.283, -1.421)